{
  "formula": "C21H23BaN4O4",
  "method": "ωB97M-V with the def2-TZVPD basis set",
  "elements": ["Ba", "O", "C", "C", "O", "O", "C", "C", "C", "C", "C", "C", "C", "C", "C", "C", "C", "C", "H", "H", "H", "H", "H", "H", "H", "H", "H", "H", "H", "O", "C", "C", "N", "C", "N", "C", "N", "C", "N", "C", "C", "H", "H", "H", "H", "H", "H", "H", "H", "H", "H", "H", "H"],
  "xyz": [[0.183, 0.122, -1.430], [2.683, 0.854, -0.620], [2.609, 0.179, 0.682], [1.444, 0.866, 1.462], [1.558, 1.082, 2.643], [0.391, 1.064, 0.722], [3.950, 0.286, 1.368], [4.700, -0.817, 1.754], [5.942, -0.644, 2.348], [6.446, 0.630, 2.557], [5.697, 1.738, 2.185], [4.453, 1.566, 1.602], [2.183, -1.264, 0.381], [1.135, -1.873, 1.070], [0.663, -3.123, 0.682], [1.237, -3.781, -0.398], [2.309, -3.199, -1.066], [2.781, -1.953, -0.676], [3.595, 1.141, -0.747], [4.320, -1.820, 1.608], [6.516, -1.510, 2.650], [7.415, 0.763, 3.018], [6.074, 2.736, 2.365], [3.853, 2.435, 1.355], [0.681, -1.366, 1.914], [-0.149, -3.582, 1.230], [0.869, -4.752, -0.703], [2.788, -3.724, -1.882], [3.625, -1.514, -1.195], [0.268, 4.359, -1.551], [0.212, 3.259, -1.746], [-3.549, 0.304, -2.555], [-4.947, 0.441, -2.201], [-5.139, 1.737, -1.542], [-4.317, 1.857, -0.336], [-2.925, 1.705, -0.704], [-2.656, 0.393, -1.367], [-3.086, -0.670, -0.414], [-4.477, -0.544, -0.033], [-5.297, -0.616, -1.247], [-4.676, 0.774, 0.584], [-3.275, 1.096, -3.256], [-3.392, -0.665, -3.037], [-6.189, 1.845, -1.271], [-4.876, 2.536, -2.238], [-2.296, 1.779, 0.188], [-2.651, 2.502, -1.401], [-2.461, -0.606, 0.483], [-2.936, -1.645, -0.889], [-6.347, -0.514, -0.973], [-5.156, -1.590, -1.720], [-4.061, 0.846, 1.483], [-5.723, 0.877, 0.868]],
  "forces_ev_per_a": [[0.0162, -0.0691, -0.1797], [-0.0045, -0.0547, -0.0170], [0.1143, -0.2445, -0.0297], [-0.0647, 0.0665, 0.1522], [-0.0384, 0.0165, -0.0207], [0.0575, -0.0130, -0.0112], [-0.0121, 0.1239, 0.0303], [-0.0701, -0.0054, -0.0224], [0.0456, 0.0256, 0.0206], [-0.0028, -0.0360, -0.0013], [-0.0340, 0.0071, -0.0128], [0.0409, 0.0294, 0.0179], [-0.0339, 0.0439, 0.0020], [0.0032, 0.0451, 0.0505], [0.0233, -0.0109, -0.0485], [0.0032, 0.0241, 0.0090], [-0.0101, -0.0228, 0.0047], [-0.0507, 0.0237, -0.0195], [-0.0154, 0.0309, -0.0011], [-0.0082, 0.0022, -0.0109], [0.0002, -0.0011, 0.0011], [0.0007, -0.0083, 0.0039], [-0.0005, 0.0003, 0.0009], [-0.0042, -0.0052, -0.0018], [0.0025, -0.0118, 0.0002], [-0.0007, 0.0004, 0.0016], [-0.0005, -0.0003, 0.0036], [-0.0022, 0.0013, -0.0031], [-0.0260, 0.0336, -0.0126], [0.0103, 0.0020, -0.0034], [0.0057, -0.0066, 0.0329], [0.0144, -0.0025, 0.0158], [-0.0105, 0.0080, -0.0029], [0.0013, -0.0049, -0.0045], [0.0019, 0.0011, 0.0215], [0.0081, -0.0070, -0.0058], [0.0067, 0.0004, 0.0142], [0.0048, 0.0093, 0.0271], [-0.0021, -0.0027, 0.0021], [-0.0023, -0.0065, -0.0003], [0.0060, -0.0051, -0.0003], [0.0006, 0.0006, 0.0005], [-0.0014, 0.0014, -0.0020], [0.0010, 0.0008, 0.0041], [0.0015, 0.0000, 0.0007], [0.0041, 0.0054, -0.0016], [-0.0038, -0.0016, -0.0014], [0.0022, 0.0084, -0.0004], [0.0180, 0.0021, 0.0004], [0.0017, 0.0029, 0.0021], [0.0041, 0.0027, -0.0024], [0.0001, -0.0006, 0.0003], [-0.0009, 0.0010, -0.0029]],
  "spin_multiplicity": 1,
  "largest_force_ha_per_bohr": 0.005,
  "lumo_energy_ev": -3.3,
  "orbital_gap_ev": 8.361,
  "de_lowest_kcal_mol": 0.0,
  "e_tot_ev": -36990.5253,
  "charge": 1
}